# 1
{"formula": "C24H48N7OPS2Si4Ti", "method": "wB97M-V/def2-TZVPD", "energy_ev": -123733.3940, "molar_mass_g_mol": 706.01, "e_above_lowest_ev": 0.6347, "homo_ev": [-6.53, -6.53], "species": ["Ti", "C", "N", "C", "C", "N", "C", "P", "C", "N", "C", "C", "N", "C", "C", "N", "C", "C", "N", "C", "H", "H", "H", "H", "H", "H", "H", "H", "H", "H", "H", "H", "H", "H", "H", "S", "C", "N", "C", "S", "C", "O", "H", "H", "H", "H", "H", "H", "C", "Si", "C", "C", "Si", "Si", "C", "C", "C", "Si", "C", "C", "C", "H", "H", "H", "H", "H", "H", "H", "H", "H", "H", "H", "H", "H", "H", "H", "H", "H", "H", "H", "H", "H", "H", "H", "H", "H", "H", "H"], "positions_angstrom": [[-1.083, 0.389, 0.370], [-2.704, -2.041, 4.874], [-2.586, -1.858, 3.444], [-2.822, -2.835, 2.497], [-2.594, -2.269, 1.294], [-2.182, -0.966, 1.488], [-2.202, -0.717, 2.813], [-1.881, 0.813, 3.717], [-2.437, 1.948, 2.429], [-2.528, 1.748, 1.099], [-3.179, 2.849, 0.562], [-3.438, 3.729, 1.550], [-2.967, 3.164, 2.722], [-3.027, 3.765, 4.035], [0.895, 0.573, 2.081], [0.496, -0.444, 1.291], [0.797, -1.653, 1.896], [1.429, -1.383, 3.060], [1.486, -0.005, 3.155], [2.038, 0.728, 4.270], [-3.545, -2.699, 5.086], [-2.883, -1.072, 5.337], [-1.793, -2.473, 5.289], [-3.154, -3.821, 2.768], [-2.692, -2.690, 0.309], [-3.408, 2.922, -0.488], [-3.920, 4.691, 1.536], [-3.911, 4.397, 4.103], [-2.139, 4.365, 4.236], [-3.096, 2.975, 4.782], [0.548, -2.601, 1.451], [1.841, -2.035, 3.812], [3.125, 0.640, 4.306], [1.618, 0.363, 5.208], [1.764, 1.773, 4.154], [-3.478, 2.060, -3.041], [-2.685, 1.071, -2.056], [-2.100, 0.342, -1.333], [-0.069, 4.516, 0.196], [0.391, 2.994, 1.053], [2.152, 3.256, 0.915], [0.060, 1.988, -0.088], [0.476, 4.597, -0.743], [0.141, 5.360, 0.853], [-1.138, 4.452, 0.002], [2.361, 4.285, 1.204], [2.413, 3.083, -0.129], [2.668, 2.547, 1.555], [-0.860, -0.038, -4.714], [0.518, 0.556, -3.581], [0.320, 2.388, -3.216], [2.058, 0.396, -4.649], [0.622, -0.696, -1.576], [-0.236, -2.811, -2.133], [-0.055, -4.119, -0.787], [0.752, -3.449, -3.609], [-2.048, -2.795, -2.627], [2.897, -1.131, -1.041], [3.175, -2.844, -0.306], [3.651, 0.106, 0.163], [4.030, -1.113, -2.542], [-1.050, 0.711, -5.487], [-1.798, -0.221, -4.199], [-0.558, -0.965, -5.211], [0.338, 2.961, -4.148], [1.132, 2.741, -2.576], [-0.621, 2.591, -2.707], [1.827, 0.799, -5.639], [2.362, -0.644, -4.773], [2.909, 0.950, -4.252], [0.985, -4.259, -0.495], [-0.427, -5.072, -1.175], [-0.627, -3.884, 0.110], [1.802, -3.594, -3.340], [0.717, -2.737, -4.436], [0.361, -4.405, -3.969], [-2.669, -2.247, -1.916], [-2.423, -3.819, -2.705], [-2.178, -2.311, -3.596], [2.686, -2.971, 0.659], [4.249, -2.993, -0.162], [2.820, -3.628, -0.977], [3.001, 0.282, 1.019], [3.838, 1.065, -0.328], [4.608, -0.276, 0.529], [3.672, -1.765, -3.341], [5.018, -1.470, -2.234], [4.149, -0.113, -2.958]], "atomic_forces_ev_per_a": [[1.9, -0.7, -1.1], [0.0, 0.0, 0.0], [0.1, -0.1, 0.0], [-0.1, 0.0, 0.1], [0.1, 0.1, -0.1], [-0.1, 0.1, 0.3], [-0.3, -0.1, 0.0], [0.0, 0.0, 0.0], [-0.3, -0.2, 0.0], [0.0, 0.5, 0.3], [0.1, -0.1, 0.0], [0.0, 0.1, 0.1], [0.0, 0.1, 0.0], [-0.1, 0.0, 0.0], [0.0, 0.2, 0.1], [0.1, -0.3, 0.7], [0.0, 0.0, -0.2], [0.0, 0.0, 0.1], [0.1, -0.1, 0.0], [0.0, 0.0, 0.0], [0.0, 0.0, 0.0], [0.0, 0.0, 0.0], [0.0, 0.0, 0.0], [0.0, 0.0, 0.0], [0.0, 0.0, 0.0], [0.0, 0.0, 0.0], [0.0, 0.0, 0.0], [0.0, 0.0, 0.0], [0.0, 0.0, 0.0], [0.0, 0.0, 0.0], [0.0, 0.0, 0.0], [0.0, 0.0, 0.0], [0.0, 0.0, 0.0], [0.0, 0.0, 0.0], [0.0, 0.0, 0.0], [0.0, -0.1, 0.0], [-0.2, -0.2, -0.1], [-0.8, 0.4, -0.4], [0.0, -0.1, 0.0], [-0.1, 0.3, -0.5], [0.0, -0.1, 0.0], [-0.1, 0.3, 0.6], [0.0, 0.0, 0.0], [0.0, 0.0, 0.0], [0.0, 0.0, 0.0], [0.0, 0.0, 0.0], [0.0, 0.0, 0.0], [0.0, 0.0, 0.0], [0.0, 0.0, 0.0], [-0.1, 0.0, 0.0], [0.0, 0.0, 0.0], [0.1, 0.0, 0.0], [-0.5, 0.1, 0.4], [0.1, 0.0, -0.2], [0.0, 0.0, 0.0], [0.0, 0.0, 0.0], [-0.1, 0.1, 0.0], [0.0, 0.0, 0.0], [0.0, 0.0, 0.0], [0.0, 0.0, 0.0], [0.0, 0.0, -0.1], [0.0, 0.0, 0.0], [-0.1, 0.0, 0.0], [0.0, 0.0, 0.0], [0.0, 0.0, 0.0], [0.0, 0.0, 0.0], [0.0, 0.1, 0.0], [0.0, 0.0, 0.0], [0.0, 0.0, -0.1], [0.0, 0.0, 0.0], [-0.1, 0.0, 0.0], [0.0, 0.0, 0.0], [-0.1, 0.0, 0.0], [0.0, 0.0, 0.0], [0.0, 0.0, 0.0], [0.0, 0.0, 0.0], [0.0, 0.0, 0.0], [0.0, 0.0, 0.0], [0.0, 0.0, 0.0], [0.0, 0.0, 0.0], [0.0, 0.0, 0.0], [0.1, 0.0, 0.0], [0.1, 0.0, 0.0], [0.0, 0.0, 0.0], [0.0, 0.0, 0.0], [0.0, 0.0, 0.0], [0.0, 0.0, 0.0], [0.0, 0.0, 0.0]]}

***

# 2
{"formula": "C24H48O10", "method": "wB97M-V/def2-TZVPD", "energy_ev": -46130.5053, "molar_mass_g_mol": 496.64, "e_above_lowest_ev": 9.2291, "homo_ev": -9.42, "species": ["C", "C", "O", "C", "C", "O", "H", "H", "H", "H", "H", "H", "H", "H", "C", "C", "O", "C", "C", "O", "H", "H", "H", "H", "H", "H", "H", "H", "C", "C", "O", "C", "C", "O", "H", "H", "H", "H", "H", "H", "H", "H", "C", "C", "C", "O", "H", "H", "H", "H", "H", "H", "C", "C", "C", "O", "H", "H", "H", "H", "H", "H", "C", "C", "C", "O", "H", "H", "H", "H", "H", "H", "C", "C", "C", "O", "H", "H", "H", "H", "H", "H"], "positions_angstrom": [[44.296, 12.824, 44.214], [43.764, 14.202, 43.951], [42.651, 14.262, 42.969], [42.340, 15.348, 42.341], [41.118, 15.127, 41.427], [42.901, 16.410, 42.376], [44.971, 12.596, 45.078], [44.807, 12.157, 43.384], [43.423, 12.111, 44.573], [43.765, 14.751, 44.776], [44.619, 14.747, 43.482], [40.770, 14.076, 41.284], [41.335, 15.298, 40.530], [40.191, 15.890, 41.673], [40.730, 16.551, 50.558], [40.318, 15.255, 49.959], [41.032, 14.789, 48.832], [40.607, 13.697, 48.008], [41.588, 13.569, 46.877], [39.601, 13.037, 48.310], [41.881, 16.479, 50.683], [40.548, 16.621, 51.599], [40.793, 17.384, 49.968], [40.272, 14.506, 50.803], [39.368, 15.307, 49.621], [41.069, 12.995, 46.189], [42.415, 13.303, 47.292], [41.426, 14.650, 46.495], [38.157, 17.958, 46.979], [38.688, 16.680, 46.302], [37.693, 15.777, 46.253], [37.896, 14.481, 45.723], [36.805, 13.477, 45.821], [38.841, 14.139, 45.016], [37.149, 18.429, 46.411], [38.938, 18.755, 46.870], [38.168, 17.874, 48.107], [39.102, 17.101, 45.190], [39.713, 16.223, 46.700], [36.608, 13.243, 46.839], [37.046, 12.679, 45.302], [35.948, 14.088, 45.355], [37.070, 14.590, 51.688], [37.374, 16.021, 52.184], [37.004, 17.200, 51.085], [37.695, 16.302, 53.393], [37.070, 13.847, 52.587], [38.089, 14.187, 51.142], [36.093, 14.500, 51.203], [36.921, 18.178, 51.545], [36.091, 17.127, 50.483], [37.777, 17.068, 50.527], [41.598, 8.093, 46.750], [40.943, 9.131, 47.542], [39.515, 9.469, 47.345], [41.660, 9.874, 48.341], [42.573, 8.170, 47.229], [41.777, 8.028, 45.645], [41.417, 7.004, 46.943], [39.179, 9.533, 46.302], [39.082, 10.350, 47.860], [38.799, 8.599, 47.652], [39.778, 9.519, 41.501], [40.057, 9.700, 42.955], [40.868, 10.946, 43.388], [39.666, 8.892, 43.934], [38.885, 8.797, 41.267], [40.856, 9.132, 41.060], [39.767, 10.456, 41.044], [41.559, 10.812, 44.196], [40.220, 11.529, 43.655], [41.313, 11.331, 42.553], [40.934, 15.294, 54.416], [40.412, 13.786, 54.188], [39.409, 13.275, 55.206], [40.749, 13.025, 53.227], [41.699, 15.620, 53.776], [41.134, 15.486, 55.496], [40.187, 16.141, 54.084], [38.751, 14.021, 55.399], [40.095, 12.928, 55.962], [39.004, 12.390, 55.071]], "atomic_forces_ev_per_a": [[-1.4, -5.0, 0.2], [3.2, -0.8, -5.3], [1.1, -2.5, 2.9], [-1.5, 1.4, -1.7], [-3.9, -0.7, 6.9], [0.4, 0.0, 0.5], [-0.3, 1.5, -0.5], [-1.2, 2.0, 1.0], [1.3, 1.4, -0.9], [-1.9, 2.3, 3.8], [-0.6, -0.3, -0.4], [0.0, 0.6, 1.2], [2.4, 2.3, -7.4], [2.4, -2.1, -0.3], [5.0, -2.2, 0.5], [0.3, -2.0, 1.7], [1.2, -0.8, -1.5], [-2.4, -0.1, 3.6], [-7.0, 4.8, -1.0], [2.6, 1.9, -1.2], [-1.1, -0.4, -0.2], [-1.3, 0.5, 0.8], [-1.2, 2.4, -1.4], [0.5, 0.3, -0.9], [-3.6, 0.3, -0.9], [-0.2, -1.7, -1.5], [5.6, -1.5, 1.7], [1.5, -1.6, 0.2], [-0.1, 1.5, -0.2], [4.6, 2.8, -2.5], [-1.8, -4.2, -0.6], [2.0, 0.0, -1.9], [-2.7, 6.1, 1.9], [-0.4, 1.9, 1.6], [2.6, -1.7, 2.0], [-0.6, -0.6, -0.3], [-1.1, -0.1, -1.2], [-1.4, -1.5, 2.4], [-2.2, 1.0, -0.2], [-0.5, -0.2, 0.9], [1.1, -3.7, -2.6], [0.6, -1.4, 0.8], [3.3, -1.6, 1.8], [-1.9, 1.8, 3.2], [-3.8, -0.9, 5.0], [-0.8, -1.2, -5.2], [-0.1, 1.6, -1.3], [-3.0, 1.0, 0.5], [0.7, 0.1, -0.5], [0.6, 0.0, 0.3], [0.1, -0.9, 0.3], [4.9, 0.0, -4.1], [2.7, -2.8, -0.2], [1.2, 4.6, 2.6], [-3.2, -1.1, 0.4], [-2.8, -3.4, -3.2], [0.7, -0.1, -0.5], [-0.9, 1.2, 0.8], [-1.0, 0.9, 0.3], [0.8, 0.1, -0.2], [1.0, -0.4, 0.0], [1.5, 1.0, -0.1], [1.5, -3.5, -0.1], [-0.8, -3.1, 5.9], [4.5, -7.9, -2.3], [1.5, 3.6, -5.3], [2.0, 1.5, 0.4], [-2.7, 0.3, 1.0], [-0.7, 1.6, -0.9], [0.3, -0.6, 0.3], [-7.2, 6.8, 3.2], [1.6, 1.2, -2.1], [-2.8, 0.1, 0.2], [0.4, -1.4, -3.4], [4.8, 2.0, -0.3], [-0.6, 3.3, 3.1], [1.8, -0.5, -0.6], [0.0, -0.2, -0.9], [0.4, -2.1, 0.9], [-1.9, 2.1, 1.4], [0.2, 0.9, 1.5], [-2.4, -4.1, -2.1]]}

***

These records have maximum force values of 2.25; 10.42 eV/Å, in the order they appear.